Formula: C14H14AlClF21O2
Source: the OMol25 dataset
Level of theory: ωB97M-V/def2-TZVPD

Last column: Löwdin charge in e.
Geometry (Å):
F1 0.80709 -0.74278 -2.93239  -0.0881
C1 1.27853 0.41820 -2.32972  -0.3179
C2 0.64948 1.57413 -3.06355  -0.2393
Al1 -1.04374 2.14236 -2.08410  0.1133
Cl1 -1.30954 4.35779 -2.41133  0.0658
C3 -2.58033 1.09045 -3.02439  -0.5650
F2 -2.37268 -0.21552 -2.80690  0.0450
F3 -2.50106 1.32406 -4.33380  0.0530
C4 -3.97861 1.35951 -2.60486  -0.4783
F4 -4.33653 2.54408 -3.00910  0.1073
F5 -4.09123 1.29674 -1.29384  0.0827
H1 2.33919 0.38831 -2.47251  0.0899
H2 1.00413 0.42260 -1.29427  0.0709
H3 0.38521 1.29881 -4.06280  0.0446
H4 1.29448 2.43259 -3.05789  0.0339
H5 -0.95601 1.79445 -0.55693  -0.0434
H6 -4.67334 0.64620 -3.02470  0.1556
C5 -4.27776 3.50583 4.06193  -0.0630
C6 -4.48248 2.31236 5.00739  -0.4442
C7 -3.25752 1.83395 5.78585  -0.3010
F6 -2.27358 1.43043 4.96097  0.0955
F7 -3.61306 0.77556 6.56252  0.0857
F8 -5.03351 1.28621 4.33184  0.1354
F9 -5.39563 2.70983 5.94584  0.0919
O1 -4.04368 3.22132 2.70730  0.0543
C8 -2.76177 2.91218 2.29792  -0.5349
C9 -2.65956 1.46981 1.80896  -0.2914
F10 -3.06837 0.60345 2.77654  0.0767
F11 -1.38611 1.16504 1.52475  0.0664
F12 -1.87122 3.17330 3.28427  0.1293
F13 -2.47321 3.71886 1.27572  0.1621
H7 -5.22482 4.04124 4.06419  0.1467
H8 -3.53784 4.20255 4.45556  0.1443
H9 -2.87894 2.62912 6.43512  0.1713
H10 -3.27183 1.32065 0.92074  0.1570
C10 5.42422 -4.69997 -1.64962  -0.0550
C11 5.93816 -3.32110 -2.08962  -0.4462
C12 6.09740 -2.26725 -0.99420  -0.3015
F14 4.92145 -2.00734 -0.39079  0.0969
F15 6.54827 -1.11697 -1.55282  0.0961
F16 5.16471 -2.84800 -3.08301  0.1420
F17 7.18552 -3.52151 -2.61153  0.0965
O2 4.04332 -4.94160 -1.78789  0.0525
C13 3.18818 -4.50724 -0.80556  -0.5390
C14 2.25081 -3.41346 -1.31279  -0.2891
F18 2.95141 -2.38109 -1.80558  0.0999
F19 1.49416 -2.96786 -0.28777  0.1093
F20 3.87100 -4.11508 0.28880  0.1372
F21 2.43363 -5.56643 -0.44666  0.1459
H11 5.89104 -5.41304 -2.32520  0.1467
H12 5.77540 -4.95787 -0.65106  0.1442
H13 6.82220 -2.59735 -0.24336  0.1719
H14 1.59499 -3.80050 -2.09568  0.1796

Cartesian forces, eV/Å:
F -0.338 -1.038 0.140
C -0.196 0.616 -1.326
C -1.254 0.436 1.384
Al 0.322 0.335 -0.811
Cl -0.057 -0.393 0.082
C 1.212 2.247 2.365
F 0.206 -2.227 0.016
F -0.145 -0.101 -2.394
C 0.109 -1.786 -1.540
F -0.862 2.692 -0.643
F -0.169 -0.073 2.497
H 0.903 -0.061 0.259
H 0.027 -0.352 0.778
H 0.190 -0.189 -0.796
H 0.487 0.498 -0.185
H -0.010 0.057 0.057
H -0.440 -0.608 -0.280
C -0.259 0.617 0.092
C -0.114 -0.124 -0.575
C 0.170 -0.178 0.240
F -0.125 -0.067 0.516
F -0.011 0.121 -0.047
F -0.080 -0.025 0.153
F 0.107 0.119 0.187
O 0.100 -0.536 0.148
C -0.031 0.408 0.094
C 0.056 -0.709 -0.281
F -0.136 0.115 -0.242
F 0.163 0.095 0.454
F 0.136 0.079 -0.268
F 0.110 0.061 -0.167
H -0.120 -0.092 0.025
H 0.113 -0.151 0.141
H -0.035 0.003 -0.021
H -0.056 0.144 -0.060
C 0.401 -0.549 -0.017
C -0.495 -0.125 -0.275
C 0.130 0.329 0.127
F 0.484 0.217 -0.022
F -0.005 -0.127 0.022
F 0.131 0.058 -0.050
F 0.172 -0.020 0.183
O -0.071 0.455 -0.066
C 0.293 -0.278 0.080
C -0.576 0.371 -0.272
F -0.094 -0.100 -0.007
F 0.060 -0.101 0.140
F -0.301 -0.188 0.162
F -0.156 -0.040 0.083
H 0.009 0.056 -0.142
H 0.020 0.213 0.077
H -0.016 -0.022 -0.030
H 0.041 -0.081 0.011

## Properties
strongest force on any atom	0.0677	Eh/bohr
orbital gap	7.2	eV
multiplicity	1
molar mass	675.66	u
E	-3492.293259	Ha
LUMO energy	2.123	eV
net charge	-1